Here is a 13-piece molecular cluster, C44H119N5O13 overall at a distorted geometry from OMol25. Energies are from ωB97M-V/def2-TZVPD.

energy: -2999.5426 Ha
lowest unoccupied orbital energy: 0.42 eV
E_HOMO: -0.3303 hartree
energy above the lowest of the compared OMol25 structures with the same formula, charge and spin: 23.28 kcal per mole
orbital gap: 9.41 eV

The geometry in ORCA input format:
```
! wB97M-V def2-TZVPD RIJCOSX def2/J DEFGRID3
* xyz 0 1
C -1.93180 -1.04076 2.40534
C -3.46122 -0.63194 2.54215
C -3.91200 -0.36922 3.91777
O -3.77128 0.47710 1.76990
H -1.76784 -1.85617 3.10985
H -1.25201 -0.20883 2.58939
H -1.56812 -1.47833 1.47562
H -4.17151 -1.34482 2.12333
H -3.89872 -1.26492 4.53876
H -4.93139 0.00131 4.02577
H -3.29405 0.30658 4.50898
H -3.41328 1.26125 2.19244
C -0.33188 2.92273 2.23396
C -1.72468 3.35739 2.66388
C -2.63658 3.75876 1.51515
O -2.27417 2.35784 3.44813
H 0.26342 2.70075 3.11964
H 0.21961 3.73182 1.75507
H -0.39869 2.09453 1.52846
H -1.55067 4.22243 3.30383
H -3.67530 3.99301 1.74812
H -2.71204 2.98121 0.75501
H -2.30114 4.66104 1.00380
H -1.60633 2.15433 4.10705
C 0.91767 2.70605 -6.36480
C 1.11754 1.77712 -5.14659
C 2.59714 1.60365 -4.81304
O 0.63494 2.46515 -4.05703
H 1.56983 2.43120 -7.19379
H 1.00749 3.77662 -6.18065
H -0.06790 2.53211 -6.79666
H 0.64614 0.79879 -5.24017
H 2.73535 1.11620 -3.84796
H 3.14052 2.54662 -4.75277
H 3.11629 1.16356 -5.66446
H 0.47633 1.74320 -3.44447
C 0.16201 -1.47754 -0.85301
C 0.11098 0.02076 -1.04900
C 1.19249 0.75753 -0.31638
O 0.17024 0.31305 -2.43718
H -0.80926 -1.83486 -1.19516
H 0.22328 -1.72851 0.20593
H 0.88019 -2.05781 -1.43232
H -0.89635 0.36635 -0.81673
H 0.89373 0.76411 0.73186
H 1.22295 1.78995 -0.66463
H 2.19326 0.34006 -0.42713
H -0.51517 -0.21504 -2.85303
C 1.42183 -8.21904 -4.62943
C 0.69629 -7.50603 -3.50874
C 1.22288 -6.10808 -3.18291
O -0.66861 -7.39638 -3.96116
H 1.38423 -7.70096 -5.58770
H 1.06737 -9.24282 -4.74912
H 2.49410 -8.24133 -4.43486
H 0.74088 -8.19742 -2.66726
H 1.10324 -5.39312 -3.99692
H 2.23618 -6.13645 -2.78227
H 0.79597 -5.79264 -2.23088
H -1.12929 -6.87454 -3.30006
C 2.12847 -2.21080 2.81641
C 2.70389 -1.07926 3.66681
C 2.88096 0.16458 2.80715
O 1.66712 -0.79432 4.62460
H 1.79622 -3.08743 3.37249
H 2.96672 -2.59235 2.23344
H 1.32057 -1.92136 2.14438
H 3.67027 -1.33681 4.10025
H 1.91741 0.59835 2.53970
H 3.36331 -0.00916 1.84525
H 3.40489 0.89812 3.41995
H 1.36152 -1.60997 5.02822
C -1.52630 -1.48921 -6.08756
C -2.17047 -2.13695 -4.85347
C -1.65141 -3.52019 -4.58565
O -1.88803 -1.37434 -3.65559
H -0.44686 -1.57016 -5.95965
H -1.73208 -0.42021 -6.03288
H -1.88426 -1.87418 -7.04243
H -3.24626 -2.16068 -5.02728
H -1.93400 -4.30246 -5.29012
H -1.92764 -3.85462 -3.58567
H -0.56643 -3.43131 -4.64055
H -2.57292 -0.76022 -3.38101
C 3.53518 -2.99247 -2.96299
C 4.41179 -2.14804 -2.03157
C 4.10510 -2.43203 -0.57089
O 5.71601 -2.36776 -2.36984
H 2.49365 -2.76600 -2.73487
H 3.63557 -4.06357 -2.78761
H 3.66334 -2.75670 -4.01944
H 4.22473 -1.10374 -2.28166
H 3.03153 -2.47048 -0.38626
H 4.56403 -1.71097 0.10554
H 4.50909 -3.42533 -0.37535
H 5.94194 -3.29997 -2.33064
C 0.54728 4.72882 -1.24901
C 1.71133 5.21393 -2.12298
C 2.95158 4.31244 -2.08028
O 3.26701 4.18700 -0.69467
C 4.16630 3.15056 -0.34847
N 1.22960 5.33509 -3.46598
H 0.95199 4.42742 -0.28285
H 0.13680 3.80009 -1.64532
H -0.10686 5.57910 -1.05604
H 2.12366 6.15849 -1.76817
H 3.79462 4.61969 -2.69914
H 2.71414 3.26776 -2.28124
H 3.90589 2.13998 -0.66314
H 4.36007 2.99406 0.71269
H 5.15264 3.31819 -0.78106
H 2.00126 5.36802 -4.11680
H 0.94261 4.37066 -3.55324
C -5.23062 -1.86512 -2.41897
C -4.58851 -0.99847 -1.31177
C -4.32754 0.43829 -1.82928
O -3.46864 0.47738 -2.99183
C -3.05983 1.82998 -3.38719
N -5.49908 -0.96439 -0.17225
H -5.48958 -2.79050 -1.90447
H -4.62636 -2.05152 -3.30678
H -6.14820 -1.43237 -2.81757
H -3.63094 -1.36424 -0.94113
H -3.89432 1.03795 -1.02877
H -5.28251 0.85838 -2.14498
H -3.94245 2.44203 -3.57290
H -2.51839 1.83752 -4.33318
H -2.44263 2.29737 -2.61991
H -5.62833 -1.91924 0.13049
H -5.08949 -0.43606 0.58486
C -3.09541 -4.45010 -0.47759
C -1.94470 -5.34274 -0.97027
C -1.29768 -6.20980 0.24134
O -0.48604 -5.45755 1.15273
C 0.83023 -5.10656 0.63591
N -2.38341 -6.29539 -1.97369
H -3.27975 -3.64016 -1.18337
H -2.85378 -3.95346 0.46213
H -4.04917 -4.94893 -0.30550
H -1.07225 -4.76134 -1.26842
H -0.66292 -6.97300 -0.20889
H -2.09910 -6.67217 0.81756
H 0.77104 -4.52525 -0.28424
H 1.40457 -5.99021 0.35771
H 1.25757 -4.46796 1.40901
H -3.11923 -5.86933 -2.51879
H -2.83313 -7.09595 -1.55302
C 3.64244 3.89414 4.05798
C 3.83761 5.05723 3.10614
C 2.56903 5.70106 2.50737
O 1.60110 5.85993 3.54140
C 0.40996 6.47441 3.10463
N 4.65627 6.01854 3.88159
H 2.98468 3.10607 3.69138
H 3.28691 4.27776 5.01429
H 4.59246 3.40584 4.27509
H 4.47060 4.72479 2.28339
H 2.07263 5.08247 1.75967
H 2.75594 6.73283 2.20970
H 0.61209 7.52742 2.90864
H -0.26416 6.45864 3.96103
H -0.03675 5.99689 2.23255
H 5.44466 5.69258 4.42222
H 3.98696 6.36641 4.55323
C 0.45301 3.31089 6.12274
C -0.22185 1.96706 6.43734
C -1.61603 2.14250 7.09096
O -2.33012 0.88319 7.10487
C -3.72811 0.97990 7.31552
N -0.44243 1.30977 5.19086
H 0.46412 3.91466 7.03018
H -0.16208 3.92416 5.46421
H 1.48431 3.22716 5.77995
H 0.43998 1.34195 7.03678
H -2.17674 2.98366 6.68333
H -1.46909 2.47220 8.11946
H -4.10323 -0.04095 7.38800
H -4.33636 1.57075 6.63065
H -3.87282 1.34246 8.33321
H 0.38537 0.97718 4.71732
H -0.90954 0.44433 5.42092
*
```